Entry 1:
Formula: C4H9NO2
Source: the Open Molecules 2025 dataset
Level of theory: ωB97M-V/def2-TZVPD

```
16
Properties=species:S:1:pos:R:3:forces:R:3:mulliken_charge:R:1
C 1.1185 0.2658 -0.2032 0.4 -0.5 0.2 -0.09
H -0.6869 0.7351 -1.3012 0.4 0.1 0.3 0.35
O -1.7472 -2.0022 -1.0491 1.8 0.8 0.1 -0.62
H -0.1043 -2.0443 1.5230 0.2 -0.5 0.5 0.26
C -0.7800 -1.8911 -0.3032 1.5 -1.0 0.5 0.25
H -0.0400 2.9643 -0.9411 -0.1 0.4 0.1 0.31
H 0.3803 -1.4676 -0.1791 -3.4 -0.4 -2.6 0.25
N -0.6661 -2.5543 0.8628 -0.4 -0.3 0.8 -0.32
O 1.5592 -0.3609 0.7415 0.1 0.6 -0.1 -0.55
C -0.2198 0.8961 -0.3173 0.4 0.6 0.2 -0.22
C 0.3170 2.3519 -0.1216 -0.4 0.4 -0.1 -1.08
H -1.3709 -3.1940 1.1688 -0.5 0.0 0.4 0.19
H 1.4196 2.4452 -0.1269 -0.5 -0.2 -0.1 0.34
H 1.7641 0.5215 -1.0636 0.2 -0.2 0.0 0.37
H -0.0061 2.7261 0.8479 -0.1 0.2 -0.1 0.32
H -0.9374 0.6085 0.4624 0.4 0.0 -0.2 0.25
```
Positions in Å, forces in eV/Å.

Output
DFT total energy: -362.97708 Eh
Multiplicity: 1
Energy above the lowest of the compared OMol25 structures with the same formula, charge and spin: 68.1 kcal/mol
Total charge: 0
Kohn-Sham gap: 10.41 eV
Lowest unoccupied orbital energy: 0.83 eV
Maximum force: 4.258 eV/Å
SMILES: CCC=O.NC=O



Entry 2:
Formula: C10H9N2O2
Source: the Open Molecules 2025 dataset
Level of theory: ωB97M-V/def2-TZVPD

```
23
Properties=species:S:1:pos:R:3:forces:R:3:mulliken_charge:R:1
C -1.4382 0.3043 -0.8355 3.5 0.8 0.0 0.17
C 2.9910 -1.9717 0.0322 0.7 -1.7 0.7 -0.89
C -1.8256 0.3311 0.5024 0.2 0.1 0.2 0.68
H -0.8618 1.4320 2.0618 -0.7 1.4 1.2 0.44
H -3.6918 -0.1902 1.3377 -2.3 -0.5 1.8 0.54
H 2.4272 -2.8234 0.4607 0.5 0.0 -0.7 0.21
C -0.7517 0.5400 1.5304 -0.3 -1.3 0.0 -0.86
H 2.9823 0.0603 -0.2010 -0.4 -0.1 -0.6 0.22
H 4.0939 -2.0895 -0.1467 -1.3 0.2 0.4 0.25
H 1.4823 1.3141 1.2079 -2.1 -1.1 -0.7 0.32
C 2.3533 -0.8278 -0.0754 2.0 1.5 0.2 -0.20
H -0.8354 -0.3495 2.2499 0.8 1.2 -0.7 0.19
O 2.2049 2.0597 -1.0907 0.8 0.5 0.0 -0.71
C 1.1589 1.6965 -1.6666 0.8 -0.6 0.8 0.36
H 0.4951 -1.6076 0.1408 -0.9 1.5 0.0 0.24
N -3.4767 -0.2028 -0.7821 -0.1 0.0 0.0 0.15
H -4.4110 -0.4890 -0.9529 -0.3 -0.2 -1.4 0.19
C 0.4911 0.6571 -0.7240 -5.6 -1.2 -0.2 0.52
N -2.4172 -0.0213 -1.6623 -0.6 -0.1 0.6 -0.87
C 0.5742 0.7177 0.7776 0.8 -1.0 0.6 0.00
O 0.6752 2.0450 -2.7335 -0.6 -0.2 -0.3 -0.71
C -3.1576 -0.0065 0.4952 3.5 0.8 -0.7 -1.13
C 0.9378 -0.5782 0.0741 1.6 -0.3 -0.9 -0.12
```
Positions in Å, forces in eV/Å.

Output
DFT total energy: -646.35040 Eh
Multiplicity: 1
Energy above the lowest of the compared OMol25 structures with the same formula, charge and spin: 88.4 kcal/mol
Total charge: -1
Kohn-Sham gap: 7.60 eV
Lowest unoccupied orbital energy: 3.10 eV
Maximum force: 5.729 eV/Å



Entry 3:
Formula: C6H12O2
Source: the Open Molecules 2025 dataset
Level of theory: ωB97M-V/def2-TZVPD

```
20
Properties=species:S:1:pos:R:3:forces:R:3:mulliken_charge:R:1
H 0.3048 2.2662 0.6801 -0.4 1.0 -0.2 0.32
O 0.4236 0.6712 -1.3020 0.7 0.1 -1.7 -0.54
C 2.2408 0.2409 0.3195 -3.7 0.9 1.9 -1.51
C 0.9211 -1.7056 -0.7354 0.1 1.1 -1.1 -1.82
H 1.8665 -1.8960 -1.1663 1.1 -0.7 -0.8 0.47
O -2.8211 -0.0993 0.7790 -1.8 0.9 -4.1 -0.51
H 2.2086 1.3314 0.1193 1.0 -0.8 0.3 0.37
C 0.9827 -0.2694 -0.3592 -1.9 1.3 0.3 1.57
H 2.0393 0.0098 1.4009 0.4 0.7 -0.5 0.27
H -2.3362 -0.3615 1.5029 1.9 -1.1 2.2 0.29
H 3.0698 -0.3358 0.1321 2.2 -0.7 -1.2 0.45
C -0.6408 1.7323 0.6335 -1.4 0.4 -1.3 -1.19
H -0.9741 1.6110 1.6481 0.0 -0.7 0.5 0.29
H 0.8762 -2.2681 0.1376 -0.4 -1.3 1.6 0.35
H -1.6310 2.2083 0.1378 2.8 -0.4 0.8 0.27
H 0.1512 -1.9736 -1.4535 -0.1 0.2 0.2 0.50
H -2.4889 0.1179 -1.2786 -1.2 1.0 -1.5 0.44
H -1.7683 -1.4390 -0.5743 -1.1 1.6 0.1 0.25
C -2.1088 -0.3453 -0.4414 5.5 -1.5 3.9 -0.48
C -0.3153 0.5046 -0.1801 -3.6 -2.0 0.7 0.21
```
Positions in Å, forces in eV/Å.

Output
DFT total energy: -386.15610 Eh
Multiplicity: 1
Energy above the lowest of the compared OMol25 structures with the same formula, charge and spin: 103.0 kcal/mol
Total charge: 0
Kohn-Sham gap: 9.18 eV
Lowest unoccupied orbital energy: 0.77 eV
Maximum force: 6.935 eV/Å



Entry 4:
Formula: C25H28F5O2Ti
Source: the Open Molecules 2025 dataset
Level of theory: ωB97M-V/def2-TZVPD

```
61
Properties=species:S:1:pos:R:3:forces:R:3:mulliken_charge:R:1
H 2.1817 -0.8466 0.2414 0.0 0.1 -0.1 0.13
H 0.5152 0.1045 3.9939 -0.3 -0.2 -0.4 0.46
C -2.1798 1.1097 3.0292 -0.7 0.6 -1.0 -0.21
H -4.1707 0.3636 0.4227 0.4 -0.1 0.2 0.63
C -3.1241 -1.9999 0.8733 -0.1 0.0 -0.5 1.06
C -3.3737 0.6718 1.0925 0.5 1.0 0.3 -0.52
F -2.6546 -1.5369 -1.4158 -0.1 -0.4 0.2 -0.38
H 2.7159 4.7887 -2.1626 0.0 0.0 -0.2 0.37
C -1.1125 -1.4265 3.6557 0.8 -1.0 -0.1 -0.59
C -2.2557 1.4845 0.7345 -0.7 0.3 1.0 -0.52
C -1.1947 -2.5008 2.7218 1.3 0.3 0.5 -0.47
C 3.5157 1.0981 -2.8442 -0.2 -1.2 -0.5 -0.54
H 0.4830 -2.3052 -0.9837 -0.3 0.2 0.1 0.31
H 5.5721 1.7605 -3.0943 0.0 0.3 -0.2 0.29
H -1.7778 -1.2861 4.5025 0.1 0.1 -0.4 0.50
C 3.2850 4.2449 -2.9241 -0.1 0.0 0.4 -1.69
H -4.0144 -0.1798 3.0644 0.2 0.0 -0.1 0.58
C -1.5151 1.7685 1.9421 -0.7 -0.1 -0.1 -0.64
C 0.0927 -0.6984 3.3873 0.1 -0.8 -0.4 -0.71
H 5.1141 2.3237 -0.6809 0.0 0.3 -0.1 0.35
H -1.9318 1.1918 4.0852 0.1 -0.2 -0.4 0.58
H 2.3007 -1.2405 -2.2284 -0.2 -0.1 0.0 0.49
C 4.5568 2.0711 -3.3385 -0.7 0.0 0.6 -0.84
C 1.9298 -0.0263 -0.4313 0.3 0.1 -0.2 -0.15
C 0.2768 -1.3318 -1.4392 -0.8 0.7 1.0 -0.71
H 4.1170 4.8792 -3.2627 -0.3 -0.1 0.0 0.38
O 2.8058 2.0161 -1.9517 1.6 0.2 -1.7 -0.31
H 4.1370 3.7727 -0.3364 0.2 0.0 -0.1 0.36
H -0.6420 2.4140 2.0252 -0.3 -0.2 0.0 0.56
C -5.0922 -3.8790 -0.1083 0.2 0.2 0.4 0.82
H 2.6159 4.0133 -3.7607 0.2 0.0 0.1 0.37
C 0.7286 -1.3067 2.2633 -0.2 -0.3 0.9 -0.14
C -3.3043 0.4042 2.5004 0.4 1.3 -0.3 -0.61
H 1.2891 0.2140 -2.4728 0.1 -0.3 0.2 0.28
F -5.9895 -4.7727 -0.5519 0.2 0.2 0.0 -0.31
F -5.8122 -4.1831 2.1325 0.1 0.0 -0.2 -0.31
C 1.5365 -0.6025 -1.7819 0.1 0.1 -0.3 -0.93
C 3.8550 2.9813 -2.3081 0.6 1.3 -0.1 1.50
H -0.4280 -1.4322 -2.2632 -0.1 0.0 0.3 0.32
O -0.3551 -0.4035 -0.3923 0.7 -0.3 -0.4 -0.12
H 0.4003 1.5113 -0.6168 0.2 0.1 -0.1 0.65
H 2.8841 0.7387 -3.6626 -0.1 -0.2 0.4 0.36
H 4.4150 2.3364 -4.3869 0.3 0.2 0.2 0.33
H 1.7390 -1.0811 1.9281 -0.6 0.1 0.1 0.77
H -2.0558 1.8652 -0.2662 0.1 -0.2 0.4 0.43
F -4.3773 -3.3704 -2.3065 0.0 -0.1 0.3 -0.32
C 4.7346 3.2640 -1.1032 -0.3 0.1 0.0 -1.70
H 0.6197 0.9086 1.0294 -0.2 -0.5 -0.6 -0.05
H 3.9933 0.2655 -2.3072 -0.5 0.1 0.0 0.28
H 2.7328 0.6953 -0.4631 0.1 -0.1 0.1 0.19
C 0.6372 0.6197 -0.0358 0.2 -0.3 -0.2 -0.32
H -1.8721 -3.3396 2.7737 -0.1 0.4 -0.2 0.65
Ti -1.3957 -0.4942 1.5368 -1.5 -1.8 0.4 -0.37
C -0.0875 -2.3960 1.8156 -0.1 0.1 1.1 -0.98
C -3.3285 -2.2658 -0.4728 -0.5 -0.4 0.1 0.04
H 5.5680 3.9100 -1.4121 -0.1 -0.2 0.2 0.44
C -4.9915 -3.5857 1.2519 0.3 0.4 0.1 -0.10
C -4.2603 -3.1876 -0.9746 0.3 0.4 -0.2 -0.16
F -4.1118 -2.3714 3.0399 0.2 -0.4 -0.4 -0.46
H 0.1082 -3.0913 1.0012 0.0 0.3 0.3 0.63
C -4.0482 -2.6496 1.6963 -0.2 -0.2 -0.4 0.06
```
Positions in Å, forces in eV/Å.

Output
DFT total energy: -2468.58739 Eh
Multiplicity: 2
Energy above the lowest of the compared OMol25 structures with the same formula, charge and spin: 0.0 kcal/mol
Total charge: 0
Kohn-Sham gap (spin up / spin down): 7.36 / 8.38 eV
Lowest unoccupied orbital energy (spin up / spin down): 0.28 / 0.28 eV
Maximum force: 2.385 eV/Å